# 1
{"formula": "C29H45ClF17NO9P2", "method": "ωB97M-V/def2-TZVPD", "symbols": ["C", "C", "C", "Cl", "C", "C", "C", "C", "C", "C", "F", "F", "C", "F", "F", "C", "F", "F", "C", "F", "F", "C", "F", "F", "C", "F", "F", "C", "F", "F", "C", "F", "F", "F", "N", "C", "O", "H", "H", "H", "H", "H", "H", "H", "H", "H", "H", "H", "H", "H", "H", "H", "C", "C", "O", "P", "O", "O", "C", "C", "O", "C", "C", "H", "H", "H", "H", "H", "H", "H", "H", "H", "H", "H", "H", "H", "H", "H", "C", "C", "O", "P", "O", "O", "C", "C", "O", "C", "C", "H", "H", "H", "H", "H", "H", "H", "H", "H", "H", "H", "H", "H", "H", "H"], "xyz": [[-5.52597, -2.65734, 2.37206], [-5.99092, -1.48407, 1.32275], [-5.41130, 0.03147, 1.72896], [-5.35517, 0.33668, 3.55611], [-3.96762, 0.17263, 0.96647], [-2.84638, 1.25534, 1.57085], [-1.76705, 1.13698, 0.34289], [-0.36444, 2.04463, 0.42245], [0.83727, 0.98139, -0.05079], [2.28954, 1.69455, -0.28308], [1.96187, 3.02806, -0.92474], [2.98277, 2.10352, 0.99666], [3.29500, 0.96621, -1.33709], [2.78482, 1.00443, -2.76025], [4.49866, 1.88806, -1.40309], [3.93169, -0.47718, -0.89820], [4.92692, -0.71741, -2.02551], [4.83880, -0.21371, 0.24659], [2.99119, -1.76432, -0.85569], [1.77852, -1.51717, -1.73167], [3.70740, -2.84459, -1.64847], [2.45587, -2.45222, 0.47245], [2.76720, -3.93211, 0.37189], [0.94257, -2.41731, 0.45039], [2.89699, -1.99769, 1.94668], [4.34378, -2.40323, 2.12074], [2.76872, -0.52156, 2.24540], [2.11703, -2.70779, 3.21307], [3.16485, -3.08312, 4.23604], [1.38659, -3.94996, 2.91253], [1.06406, -1.72970, 4.01449], [0.04512, -1.07582, 3.16150], [1.74263, -0.78140, 4.97529], [0.28322, -2.65677, 4.91989], [-2.64794, 1.54748, -0.85593], [-3.94160, 0.74922, -0.59939], [-4.86902, 0.56109, -1.57757], [-6.47953, -3.05160, 2.95785], [-4.63028, -2.36839, 3.06780], [-5.15416, -3.59008, 1.73034], [-5.58662, -1.81874, 0.25066], [-7.15925, -1.51768, 1.24461], [-6.19422, 0.78506, 1.23962], [-3.40784, -0.86669, 1.00302], [-3.37166, 2.30691, 1.51343], [-2.44861, 1.04876, 2.65164], [-1.47752, 0.00657, 0.23806], [-0.52557, 2.91967, -0.34121], [-0.21881, 2.43410, 1.52087], [0.81184, 0.12030, 0.73803], [0.47621, 0.59901, -1.12303], [-2.78699, 2.60145, -0.82916], [6.48767, -3.65031, -0.31062], [7.88109, -3.05222, -0.38285], [8.74931, -3.83099, -1.19400], [8.42119, -3.85699, -2.81623], [9.13157, -2.51022, -3.09748], [9.72650, -4.73937, -3.36305], [10.69072, -4.17298, -4.24443], [11.83794, -3.54524, -3.46690], [7.62749, -5.36172, -2.50200], [8.31433, -6.60874, -2.40083], [9.33901, -6.70072, -1.27879], [5.99580, -3.61613, -1.28749], [5.86490, -3.09824, 0.40105], [6.52877, -4.69992, -0.00445], [7.84234, -2.02498, -0.76219], [8.31517, -3.01953, 0.62127], [10.22377, -3.45891, -4.93451], [11.08450, -4.98511, -4.86776], [11.49320, -2.88944, -2.66835], [12.48784, -2.97288, -4.13420], [12.44060, -4.32599, -2.98624], [8.75350, -6.86832, -3.36813], [7.54345, -7.36332, -2.21032], [10.15858, -5.98650, -1.39645], [9.78297, -7.70072, -1.25183], [8.87742, -6.49463, -0.31102], [-11.28658, 5.41378, 1.04053], [-10.58154, 4.84827, -0.17916], [-9.19797, 5.17066, -0.18691], [-8.26452, 4.45339, 0.97678], [-8.10712, 3.12653, 0.19435], [-6.75546, 4.98850, 0.51005], [-5.74362, 4.08195, 0.08377], [-5.79380, 3.87801, -1.42308], [-8.44037, 5.93587, 1.85097], [-7.63735, 7.09138, 1.61221], [-7.74657, 7.68509, 0.21472], [-10.92568, 4.93760, 1.95725], [-12.36701, 5.24762, 0.97594], [-11.09912, 6.48741, 1.13697], [-10.70864, 3.76115, -0.23049], [-11.02130, 5.27740, -1.08481], [-5.80952, 3.13176, 0.62868], [-4.77448, 4.51989, 0.35238], [-6.79845, 3.65913, -1.78278], [-5.12893, 3.06397, -1.72396], [-5.47380, 4.79191, -1.93902], [-6.59796, 6.88067, 1.87901], [-7.98084, 7.84995, 2.32393], [-7.40902, 6.99567, -0.56401], [-7.13151, 8.58701, 0.13684], [-8.78116, 7.94362, -0.01960]], "forces_ev_per_a": [[-0.226, -1.106, -0.779], [0.275, -0.689, 0.200], [-1.075, -0.599, -3.146], [0.124, -0.259, -1.755], [1.708, 0.683, 0.552], [-0.474, -0.295, -0.709], [-0.168, 0.775, 0.854], [-0.933, -0.915, -0.223], [-0.825, 0.940, -0.521], [-1.417, 3.009, 0.536], [1.207, -3.779, 1.591], [-1.874, -1.763, -4.020], [2.238, 3.034, -1.785], [1.284, -0.644, 5.104], [-3.600, -3.021, 0.287], [4.594, 1.604, -1.966], [-3.228, 0.484, 3.381], [-3.516, -1.350, -3.051], [-0.741, -2.569, -4.492], [3.887, -0.252, 2.908], [-2.250, 3.518, 2.866], [-2.923, -3.688, 0.350], [-0.852, 5.005, 0.636], [4.687, 0.217, 0.302], [2.771, 0.758, 2.085], [-4.700, 1.690, -0.924], [0.474, -4.700, -1.502], [0.444, -2.404, 2.122], [-3.536, 1.334, -3.407], [2.481, 4.138, 0.500], [-2.453, 0.025, 3.270], [3.910, -1.952, 2.836], [-2.525, -3.176, -4.082], [2.632, 3.269, -3.151], [-1.251, -1.540, 1.951], [-3.748, -0.277, -4.536], [5.976, 1.259, 6.670], [2.296, 1.015, -0.888], [-1.968, -0.404, -1.197], [-0.790, 1.972, 1.393], [-0.792, 1.281, 2.277], [2.280, 0.423, 0.255], [1.875, -1.367, 1.347], [-1.295, 1.893, -0.243], [1.240, -1.863, 0.327], [-0.827, 0.187, -2.145], [-0.573, 2.072, 0.022], [0.753, -1.647, 1.605], [-0.126, -0.731, -2.293], [0.510, 1.579, -1.623], [1.038, 0.656, 2.379], [-0.143, -1.798, -0.177], [-0.121, -0.074, -0.004], [-0.112, 0.158, 0.457], [-0.805, 0.626, 0.204], [8.148, -3.132, 3.535], [-4.513, 0.130, -1.447], [-1.170, -0.072, -0.812], [0.411, 0.261, -0.239], [0.215, -0.200, 0.128], [-1.966, 2.422, -1.531], [0.551, -0.848, -0.435], [0.182, 0.452, 0.116], [-0.003, -0.015, 0.059], [0.146, -0.029, -0.100], [0.000, 0.166, -0.015], [0.035, -0.011, 0.049], [0.110, -0.047, -0.191], [0.110, -0.086, 0.329], [-0.188, -0.062, 0.213], [-0.167, 0.098, -0.151], [-0.048, -0.058, 0.040], [-0.082, 0.093, -0.147], [0.062, 0.099, 0.190], [-0.250, 0.366, -0.027], [-0.189, -0.134, -0.080], [-0.229, -0.001, -0.100], [-0.036, -0.106, -0.049], [-0.126, 0.091, 0.076], [-0.472, 0.074, -0.187], [-0.796, -0.501, 0.365], [3.634, 4.495, -7.432], [-1.791, -0.846, 4.318], [-0.021, -0.353, 1.396], [0.197, -0.252, -0.385], [0.214, 0.270, -0.161], [-1.009, -2.886, 1.690], [0.955, 0.573, 0.049], [-0.132, -0.354, -0.335], [-0.056, 0.012, 0.035], [0.147, -0.030, -0.014], [-0.034, -0.169, -0.037], [0.000, 0.042, -0.064], [0.224, -0.048, 0.041], [-0.138, 0.157, -0.200], [-0.187, 0.197, 0.084], [-0.004, -0.191, 0.185], [-0.126, 0.036, -0.025], [0.000, -0.110, 0.141], [-0.126, 0.000, -0.176], [-0.267, -0.344, 0.106], [-0.014, 0.085, 0.226], [-0.073, -0.045, 0.236], [0.054, 0.070, 0.086]], "e_homo_ev": -9.75, "smiles": "CC[C@@H](Cl)[C@@H]1C[C@H](CCC(F)(F)C(F)(F)C(F)(F)C(F)(F)C(F)(F)C(F)(F)C(F)(F)C(F)(F)F)NC1=O.CCOP(=O)(OCC)OCC.CCOP(=O)(OCC)OCC", "homo_lumo_gap_ev": 7.576, "lumo_ev": -2.2}



# 2
{"formula": "C29H45F4NO23P2Si", "method": "ωB97M-V/def2-TZVPD", "symbols": ["C", "C", "P", "C", "Si", "C", "C", "O", "F", "C", "C", "O", "C", "F", "F", "F", "P", "N", "H", "H", "H", "H", "H", "H", "H", "H", "H", "H", "H", "H", "H", "H", "H", "H", "H", "O", "C", "O", "C", "C", "O", "H", "H", "H", "H", "O", "C", "O", "C", "C", "O", "H", "H", "H", "H", "O", "C", "O", "C", "C", "O", "H", "H", "H", "H", "O", "C", "O", "C", "C", "O", "H", "H", "H", "H", "O", "C", "O", "C", "C", "O", "H", "H", "H", "H", "O", "C", "O", "C", "C", "O", "H", "H", "H", "H", "O", "C", "O", "C", "C", "O", "H", "H", "H", "H"], "xyz": [[3.87815, 1.69557, 1.96537], [2.68621, 1.87904, 2.90884], [1.13582, 1.98776, 1.90638], [1.47256, 3.38230, 0.75730], [-0.34055, 2.76776, 3.39191], [-2.07119, 2.76814, 2.61069], [-2.94843, 3.82951, 3.16636], [-3.05530, 4.13594, 4.30940], [-3.68281, 4.44912, 2.23618], [-0.22010, 1.91348, 5.06631], [-1.00384, 0.63097, 5.30446], [-0.63728, 0.05050, 6.55597], [-0.73998, -0.47366, 4.28582], [-1.07408, -1.69199, 4.76679], [0.55069, -0.52493, 3.91983], [-1.49557, -0.27330, 3.17136], [0.22350, 4.91589, 3.88092], [0.65713, 4.99586, 5.42342], [3.66814, 0.86136, 1.29766], [4.74041, 1.39996, 2.56166], [4.09205, 2.58544, 1.38503], [2.82227, 2.77551, 3.52060], [2.61264, 1.04301, 3.60128], [2.11340, 3.00948, -0.03904], [0.54137, 3.71186, 0.29853], [1.95450, 4.23887, 1.22501], [-2.60354, 1.82264, 2.71173], [-1.95477, 2.93024, 1.53801], [0.83594, 1.72667, 5.26187], [-0.54201, 2.64322, 5.81193], [-2.07513, 0.84739, 5.34144], [-0.63726, 0.75051, 7.21675], [1.25814, 5.31537, 3.01941], [-0.85410, 5.75501, 3.57168], [1.61061, 5.33752, 5.47998], [4.66143, 2.54942, -1.31588], [5.14743, 1.49375, -1.57478], [5.38956, 0.52231, -0.66634], [5.74760, -0.67540, -1.37338], [6.25933, -0.13246, -2.69089], [5.52304, 1.09980, -2.80698], [6.49396, -1.23047, -0.81230], [4.85461, -1.29027, -1.49552], [7.32532, 0.09958, -2.65944], [6.05542, -0.78774, -3.53397], [-0.70844, 7.01661, 1.50840], [-1.18322, 7.99091, 1.99685], [-0.51501, 9.14140, 2.22628], [-1.46061, 10.13812, 2.63155], [-2.59830, 9.29493, 3.17598], [-2.46033, 8.08501, 2.42157], [-1.01568, 10.79804, 3.37060], [-1.75246, 10.71937, 1.75553], [-2.47724, 9.06163, 4.23456], [-3.58031, 9.72908, 3.01204], [-7.12547, -2.54513, 6.55424], [-6.27532, -2.06340, 5.88045], [-4.94559, -2.18136, 6.11629], [-4.23331, -1.67349, 4.97480], [-5.25501, -0.73817, 4.35974], [-6.49573, -1.32652, 4.76896], [-3.32570, -1.18054, 5.29269], [-3.97891, -2.50530, 4.31592], [-5.19859, 0.27221, 4.77097], [-5.19942, -0.68930, 3.27579], [6.26713, -2.23854, -5.07181], [5.12419, -2.39684, -5.37504], [4.67627, -2.54601, -6.63513], [3.28763, -2.92174, -6.57674], [2.87095, -2.38748, -5.22534], [4.10767, -2.43461, -4.49054], [2.73800, -2.47726, -7.39789], [3.21022, -4.00644, -6.64190], [2.53207, -1.35121, -5.26849], [2.11334, -2.99021, -4.73714], [1.47014, -4.13116, -8.88950], [1.70374, -3.41247, -9.80815], [2.62918, -3.65713, -10.75715], [2.47293, -2.69032, -11.80337], [1.78869, -1.54699, -11.07886], [1.08513, -2.23307, -10.03409], [3.44142, -2.42622, -12.21755], [1.84920, -3.12229, -12.58709], [2.49935, -0.85488, -10.62535], [1.09118, -0.99216, -11.69937], [-3.37157, -6.50005, 2.26028], [-3.98272, -6.23855, 3.24106], [-4.54798, -5.03226, 3.50204], [-5.38873, -5.16695, 4.65494], [-4.78503, -6.36717, 5.35374], [-4.21973, -7.09899, 4.25965], [-5.35950, -4.26697, 5.25638], [-6.41274, -5.35008, 4.32529], [-3.98506, -6.08979, 6.04210], [-5.51553, -6.97564, 5.87879], [0.06525, -3.72291, -3.45992], [-0.32435, -4.39341, -4.35889], [0.24753, -4.42118, -5.58707], [-0.33440, -5.49758, -6.33483], [-1.67063, -5.67403, -5.64002], [-1.38563, -5.22449, -4.30952], [-0.41654, -5.23125, -7.38412], [0.30570, -6.37568, -6.23752], [-2.44870, -5.03780, -6.06468], [-2.01871, -6.70279, -5.62184]], "forces_ev_per_a": [[-0.299, -0.566, 0.564], [0.053, 0.635, -0.025], [-0.226, -0.897, -0.215], [-0.060, 0.162, 0.159], [0.125, 0.321, -0.221], [0.072, 0.195, -0.506], [0.105, -0.179, 0.596], [-0.062, 0.029, -0.003], [-0.211, 0.203, -0.282], [-0.218, -0.134, -0.288], [0.313, -0.006, 0.875], [-0.050, -0.007, -0.137], [-0.122, -0.358, 0.037], [0.154, 0.508, -0.328], [-0.416, -0.043, 0.009], [0.372, -0.048, 0.256], [0.365, 0.030, 1.626], [0.031, -0.201, -0.606], [0.086, 0.082, -0.230], [0.231, 0.205, -0.117], [0.106, 0.016, -0.094], [0.052, 0.052, 0.029], [-0.132, -0.142, -0.070], [0.079, -0.012, -0.027], [-0.073, 0.037, -0.008], [0.034, 0.059, -0.011], [0.130, -0.138, 0.128], [-0.016, -0.043, -0.059], [0.068, -0.036, -0.009], [0.012, 0.150, -0.016], [-0.116, -0.079, -0.412], [0.055, 0.031, -0.016], [-0.275, 0.035, -0.398], [-0.064, 0.057, -0.328], [-0.040, 0.100, 0.240], [-0.035, 0.052, 0.009], [-0.040, -0.013, 0.007], [0.051, -0.080, -0.030], [0.014, -0.100, -0.020], [-0.023, -0.106, -0.026], [0.064, -0.055, -0.031], [0.007, 0.103, 0.093], [-0.011, 0.022, -0.029], [-0.017, 0.042, 0.020], [-0.006, 0.226, 0.081], [0.066, -0.017, -0.182], [0.005, -0.056, 0.061], [-0.015, 0.068, -0.019], [-0.063, 0.089, 0.029], [-0.021, 0.084, 0.074], [-0.064, 0.048, 0.026], [0.120, -0.086, 0.007], [-0.018, -0.022, -0.009], [0.032, -0.009, -0.002], [-0.028, -0.099, -0.104], [-0.027, -0.116, 0.022], [0.028, 0.210, -0.010], [0.030, 0.035, -0.062], [-0.100, -0.020, -0.098], [0.092, 0.112, -0.040], [0.040, 0.006, -0.030], [0.030, -0.004, 0.223], [-0.010, -0.007, -0.006], [0.004, -0.018, 0.023], [-0.134, -0.094, -0.011], [0.038, -0.093, -0.113], [0.012, 0.026, 0.022], [-0.066, -0.054, -0.041], [-0.067, -0.011, 0.072], [-0.213, -0.013, 0.055], [-0.035, 0.029, -0.043], [0.120, 0.079, -0.069], [0.018, -0.005, -0.009], [0.059, 0.020, -0.016], [0.112, -0.022, 0.156], [-0.099, -0.091, 0.055], [0.028, 0.006, -0.067], [0.001, -0.003, -0.045], [-0.005, 0.071, -0.097], [0.055, 0.072, -0.077], [0.014, 0.046, -0.006], [0.069, -0.080, 0.108], [-0.024, 0.001, 0.017], [0.017, -0.023, 0.011], [-0.116, -0.062, 0.073], [0.042, -0.012, -0.073], [-0.036, -0.003, 0.055], [-0.008, 0.033, 0.059], [-0.174, -0.076, 0.052], [0.008, 0.035, 0.077], [-0.014, 0.011, 0.040], [0.127, -0.007, -0.041], [0.012, -0.018, -0.019], [0.011, 0.024, -0.021], [0.011, -0.108, -0.106], [0.055, 0.064, 0.070], [-0.037, -0.028, -0.037], [0.003, -0.060, -0.123], [-0.054, -0.112, -0.109], [-0.028, -0.034, -0.089], [-0.021, -0.011, -0.034], [0.101, 0.182, 0.040], [-0.004, -0.002, 0.039], [0.020, 0.029, 0.004], [0.030, -0.009, 0.153]], "e_homo_ev": -7.59, "smiles": "CCP(C)[Si@@](CC(=O)F)(C[C@H](O)C(F)(F)F)[PH2]=N.O=C1OCCO1.O=C1OCCO1.O=C1OCCO1.O=C1OCCO1.O=C1OCCO1.O=C1OCCO1.O=C1OCCO1", "homo_lumo_gap_ev": 7.866, "lumo_ev": 0.3}